# 1
Density functional theory data (the ωB97M-V functional and the def2-TZVPD basis) for a structure of composition C18H23BeN4S4.

The value obtained for the molar mass is 432.69 g/mol. The value obtained for the HOMO-LUMO gap is 6.03 eV. Its net charge is -1. For the total energy, the calculation gives -2526.40077 Ha. Its LUMO energy is 2.6070 eV. For the HOMO energy, the calculation gives -3.4 eV. As for the strongest force on any atom: 0.69 eV/A.

CARTESIAN COORDINATES (ANGSTROEM)
H1 -2.238 -5.132 -0.465
H2 1.486 0.192 5.358
H3 1.929 3.401 -1.623
N1 0.593 -0.949 1.737
H4 1.938 0.571 2.083
H5 0.987 2.491 -0.426
N2 -1.157 0.592 -3.095
S1 1.156 -1.596 -2.999
H6 -2.015 -4.321 2.120
S2 3.995 -0.675 -3.133
H7 1.964 -0.699 3.296
H8 -1.744 2.939 5.935
C1 -0.905 -3.404 -0.853
S3 2.656 -0.992 -0.512
C2 -0.874 0.422 -4.525
C3 2.623 -1.087 -2.262
H9 -1.602 -0.275 -4.930
H10 0.115 1.593 6.857
Be1 0.628 -1.084 -0.069
C4 -1.150 2.313 5.281
H11 0.964 1.894 -4.575
H12 -2.771 0.146 -1.808
C5 1.302 -0.090 2.675
H13 -0.735 -3.395 -1.919
C6 -0.724 -2.765 1.219
C7 1.566 2.413 -1.337
N3 0.736 1.919 -2.442
C8 -0.655 1.469 3.079
H14 -0.330 -2.045 3.254
H15 0.113 -0.014 -4.673
C9 0.670 0.779 4.951
H16 -0.981 1.360 -5.069
C10 -0.102 1.567 5.796
C11 -0.266 1.050 -2.178
C12 -0.157 -1.901 2.187
H17 -1.802 -1.256 -2.271
H18 1.968 3.017 -3.697
H19 -2.891 -0.487 -3.455
H20 2.417 1.753 -1.167
C13 -1.562 -3.880 1.244
C14 1.533 2.018 -3.675
C15 -1.682 -4.287 -0.088
N4 -0.332 -2.486 -0.071
C16 -2.215 -0.307 -2.622
H21 2.341 1.280 -3.654
C17 0.413 0.731 3.585
H22 -0.875 1.427 2.020
H23 -2.250 2.827 3.510
S4 -0.649 0.708 -0.514
C18 -1.427 2.254 3.920

---

# 2
Density functional theory data (the ωB97M-V functional and the def2-TZVPD basis) for a structure of composition C18H23BrCrN4O3PS3.

The value obtained for the molar mass is 602.48 g/mol. Its multiplicity is 6. The value obtained for the HOMO-LUMO gap (alpha / beta) is 3.87 / 6.55 eV. Its net charge is -2. Its expectation value of S² is 8.83. For the total energy, the calculation gives -6298.98428 Ha. Its LUMO energy (alpha / beta) is 4.7812 / 4.7091 eV. For the HOMO energy (alpha / beta), the calculation gives 0.9 / -1.8 eV. As for the strongest force on any atom: 0.68 eV/A.

CARTESIAN COORDINATES (ANGSTROEM)
H1 4.647 -2.594 1.524
H2 0.722 -1.021 2.275
H3 -1.526 2.682 5.185
H4 3.730 0.016 2.852
S1 1.179 -0.319 -2.192
C1 -1.176 2.279 4.244
C2 3.223 -0.886 3.209
H5 -1.540 -0.520 -3.840
C3 -1.317 0.357 -4.453
H6 1.278 2.696 1.915
H7 0.495 3.628 4.062
H8 -3.302 -4.300 -1.580
H9 -0.542 0.068 -5.168
C4 -2.755 -2.605 -0.642
P1 -0.825 1.269 -2.032
C5 1.656 -3.206 0.070
C6 -0.043 2.802 3.605
C7 3.585 -2.549 1.322
Cr1 -0.321 -0.739 -0.520
O1 -0.780 1.401 -3.652
H10 -2.360 1.757 -5.721
C8 -0.254 1.211 1.760
H11 -2.713 0.799 4.090
H12 2.408 -0.564 3.858
O2 -0.035 2.638 -1.684
S2 -2.677 1.522 -1.387
H13 1.218 3.912 -2.623
C9 2.978 -3.380 0.363
N1 -2.898 -2.067 0.530
H14 1.561 2.197 -2.935
N2 0.840 -2.261 0.590
H15 3.273 3.115 -1.405
H16 -3.343 1.068 -4.422
H17 -2.937 0.086 -5.847
H18 3.518 -4.188 -0.113
C10 1.402 -1.644 1.699
N3 -1.970 -1.043 0.776
C11 -2.568 0.847 -5.155
Br1 0.839 -4.653 -0.961
H19 -4.039 -4.037 -0.085
H20 3.944 -1.443 3.814
C12 -2.185 -0.414 1.875
C13 2.270 2.901 -1.026
C14 0.404 2.294 2.411
N4 -3.668 -3.624 -0.928
H21 2.271 1.919 -0.555
C15 2.712 -1.713 2.065
S3 -1.615 -2.223 -1.874
H22 -3.050 -0.730 2.464
H23 2.012 3.655 -0.281
O3 0.224 0.768 0.649
C16 -1.829 1.230 3.630
C17 -1.398 0.688 2.414
C18 1.276 2.917 -2.165

---

# 3
Density functional theory data (the ωB97M-V functional and the def2-TZVPD basis) for a structure of composition C18H23CaI2N6O2S2Se2Te2 in a non-equilibrium geometry.

The value obtained for the molar mass is 1126.56 g/mol. The value obtained for the HOMO-LUMO gap is 5.45 eV. Its net charge is -1. For the total energy, the calculation gives -8587.22738 Ha. Its LUMO energy is 1.9216 eV. For the HOMO energy, the calculation gives -3.5 eV. As for the strongest force on any atom: 2.40 eV/A.

CARTESIAN COORDINATES (ANGSTROEM)
H1 2.956 2.887 4.275
N1 1.185 -2.925 -2.163
C1 -2.500 -3.171 1.436
H2 -3.167 0.595 0.136
H3 -4.234 -0.358 3.345
C2 -3.829 -2.462 3.252
Se1 -1.615 4.352 0.853
H4 4.243 1.110 3.066
H5 0.486 2.967 3.970
I1 -4.898 -2.894 5.040
H6 -0.537 -3.571 -4.356
H7 -3.321 -4.521 2.884
H8 2.989 -0.544 1.700
C3 0.532 -3.419 -4.512
H9 -2.921 -1.362 -3.336
S1 -1.888 0.494 -2.194
C4 -1.033 1.157 2.622
S2 2.258 -2.926 0.337
C5 2.465 0.236 2.240
Se2 2.006 0.949 -1.169
C6 1.079 2.181 3.527
Te1 0.244 4.667 -0.808
N2 1.144 0.250 2.126
C7 -2.850 0.561 1.184
C8 1.268 -3.731 -3.268
C9 -3.225 -3.495 2.558
H10 -2.262 2.786 -1.540
H11 0.871 -4.066 -5.315
C10 -2.326 -1.861 0.952
H12 0.615 -1.056 -2.667
H13 -1.477 2.070 3.048
C11 -3.203 -0.324 -3.200
C12 1.973 -3.478 -1.181
H14 -2.274 2.584 -3.301
H15 -3.483 1.250 1.767
H16 -4.153 -0.254 -2.686
C13 -3.730 -1.153 2.812
N3 -1.450 0.976 1.239
N4 0.403 -1.814 -2.010
H17 -3.232 0.182 -4.158
C14 2.454 2.141 3.676
H18 3.095 -5.259 -1.340
N5 2.050 -4.740 -3.050
C15 -2.612 2.166 -2.361
O1 -1.627 -1.615 -0.090
N6 2.484 -4.588 -1.772
Ca1 0.011 -0.388 0.059
I2 -1.556 -4.652 0.262
H19 -3.692 2.096 -2.325
C16 -2.996 -0.848 1.684
H20 -1.380 0.293 3.205
C17 3.165 1.153 3.010
C18 0.460 1.208 2.748
H21 -1.414 1.918 0.827
Te2 2.226 3.120 0.064
H22 -0.588 -2.036 -2.073
O2 -0.730 0.448 -3.099
H23 0.687 -2.376 -4.790

---

# 4
Density functional theory data (the ωB97M-V functional and the def2-TZVPD basis) for a structure of composition C18H23Cl2N4O8SeY.

The value obtained for the molar mass is 662.17 g/mol. The value obtained for the HOMO-LUMO gap is 8.71 eV. Its net charge is 0. For the total energy, the calculation gives -4881.17056 Ha. Its LUMO energy is 0.4631 eV. For the HOMO energy, the calculation gives -8.2 eV. As for the strongest force on any atom: 0.50 eV/A.

CARTESIAN COORDINATES (ANGSTROEM)
Cl1 -4.303 2.294 -1.787
C1 -2.306 0.462 -1.747
O1 -2.149 -0.739 -1.465
C2 -3.498 0.918 -2.577
H1 1.898 1.672 -3.878
H2 2.955 -3.861 -0.767
H3 0.056 3.211 -0.692
N1 2.227 -3.411 -0.238
C3 -5.119 -4.787 -0.897
Cl2 -4.649 -0.387 -2.863
C4 -2.861 -1.424 1.140
O2 0.473 -0.675 -2.701
H4 1.355 1.625 1.262
H5 1.305 -4.879 -2.206
C5 1.010 -3.299 -0.754
C6 0.282 0.372 -3.453
O3 2.159 -0.460 0.214
H6 3.930 1.009 -1.955
O4 0.583 1.900 0.746
H7 -5.709 -0.225 1.899
C7 1.185 1.560 -3.052
C8 0.955 2.984 -0.120
H8 -0.383 -4.339 -1.963
H9 2.866 -0.192 -2.695
C9 -6.164 -3.866 -0.778
H10 2.990 2.391 -0.376
H11 -4.249 0.734 1.536
C10 -3.660 -3.279 0.183
H12 -1.583 -2.955 0.651
H13 -6.776 -1.912 -0.094
Y1 0.049 -0.178 -0.581
C11 0.658 -4.027 -2.011
H14 2.511 -2.699 0.428
H15 1.218 3.859 0.479
C12 2.117 2.577 -1.007
O5 -1.482 1.368 -1.410
H16 0.563 2.455 -3.018
O6 4.184 -1.101 -0.474
H17 -5.308 -5.736 -1.379
H18 2.382 3.402 -1.680
O7 0.163 -2.559 -0.202
H19 0.739 -3.300 -2.823
H20 -3.046 -5.230 -0.520
C13 -4.932 -0.023 1.162
H21 -7.138 -4.119 -1.173
N2 1.820 1.348 -1.745
C14 3.163 -0.446 -0.601
N3 -2.552 -2.672 0.744
O8 -0.505 0.481 -4.369
Se1 -1.675 -0.165 1.798
C15 -3.849 -4.513 -0.420
H22 -5.377 0.324 0.230
N4 -4.174 -1.229 0.902
C16 -5.975 -2.633 -0.176
C17 2.988 0.463 -1.834
C18 -4.701 -2.365 0.301
H23 -3.121 1.264 -3.536

---

# 5
Density functional theory data (the ωB97M-V functional and the def2-TZVPD basis) for an isolated molecule of C18H23FN2O2.

The value obtained for the molar mass is 318.39 g/mol. Its SMILES is O=C1CC[C@@H](C(=O)N2CCCC2)CN1CCc1cccc(F)c1. The value obtained for the HOMO-LUMO gap is 9.66 eV. Its net charge is 0. For the total energy, the calculation gives -1059.61080 Ha. Its LUMO energy is 0.6720 eV. For the HOMO energy, the calculation gives -9.0 eV. As for the strongest force on any atom: 0.59 eV/A.

CARTESIAN COORDINATES (ANGSTROEM)
H1 4.816 0.345 1.555
H2 2.082 1.184 1.135
C1 4.841 0.533 0.481
H3 -0.116 -2.831 -0.776
O1 -3.250 -1.918 1.391
H4 -1.016 1.708 -1.999
H5 -1.758 3.499 1.797
H6 5.873 0.684 0.175
C2 -1.614 1.747 -1.100
H7 4.027 2.541 0.832
C3 -2.132 -1.910 0.910
O2 2.153 -2.410 -0.612
C4 -3.126 1.936 1.211
H8 -0.530 -1.592 -1.963
C5 1.836 -1.263 -0.353
N1 -1.892 -1.776 -0.414
C6 2.538 1.101 0.142
H9 -2.945 -2.320 -2.131
C7 -2.988 -1.573 -1.331
H10 0.235 0.162 -0.550
C8 4.174 -0.613 -0.269
C9 -0.534 -1.823 -0.897
H11 -3.896 -1.736 -0.747
F1 -0.223 3.467 -0.298
H12 -0.358 -2.955 1.509
H13 -3.720 2.002 2.110
H14 4.179 2.080 -0.869
H15 4.496 -0.643 -1.316
C10 -3.453 1.006 0.240
C11 -2.036 2.775 1.048
H16 1.880 1.593 -0.578
C12 3.939 1.715 0.130
N2 2.755 -0.294 -0.200
C13 -2.998 -0.161 -1.947
C14 -2.695 0.893 -0.920
C15 -0.862 -2.010 1.723
C16 0.050 -0.838 1.359
C17 -1.302 2.666 -0.116
H17 0.966 -0.900 1.950
H18 -3.985 0.011 -2.382
C18 0.381 -0.841 -0.148
H19 -4.293 0.349 0.398
H20 4.348 -1.596 0.170
H21 -2.264 -0.100 -2.753
H22 -1.121 -1.985 2.782
H23 -0.459 0.093 1.621